{
  "formula": "C3H6N2O",
  "method": "the ωB97M-V functional and the def2-TZVPD basis",
  "symbols": ["O", "N", "N", "C", "C", "C", "H", "H", "H", "H", "H", "H"],
  "xyz": [[0.5373, 0.0346, -1.8616], [0.3343, -1.3552, 0.3966], [-1.5737, 0.6681, 2.3670], [-0.8135, 0.4384, 1.5346], [0.2252, 0.0917, 0.5603], [-0.0741, 0.7578, -0.8071], [-1.1443, 0.6928, -1.0058], [0.2966, -1.5225, -0.6127], [1.1493, 0.4961, 1.0037], [1.4837, 0.0002, -1.6773], [-0.4581, -1.8450, 0.8007], [0.2353, 1.8119, -0.8353]],
  "atomic_forces_ev_per_a": [[0.3, 0.1, 0.1], [-0.2, -0.3, -0.3], [0.1, 0.0, -0.4], [-0.2, 0.1, 0.5], [0.0, 0.2, 0.1], [-0.1, 0.1, -0.1], [0.0, 0.1, 0.0], [0.1, -0.2, 0.4], [0.0, -0.1, -0.3], [0.1, 0.0, -0.2], [0.2, 0.1, 0.1], [-0.1, -0.2, 0.2]],
  "homo_energy_ev": -10.187,
  "orbital_gap_ev": 10.77,
  "lumo_ev": 0.6,
  "smiles": "N#C[C@@H](N)CO",
  "e_tot_ev": -8235.086,
  "de_lowest_kcal_mol": 37.2
}

{
  "formula": "C24H72As5F30N6O6",
  "method": "the ωB97M-V functional and the def2-TZVPD basis",
  "symbols": ["As", "As", "As", "As", "As", "F", "F", "F", "F", "F", "F", "F", "F", "F", "F", "F", "F", "F", "F", "F", "F", "F", "F", "F", "F", "F", "F", "F", "F", "F", "F", "F", "F", "F", "F", "O", "O", "O", "O", "O", "O", "N", "N", "N", "N", "N", "N", "C", "C", "C", "C", "C", "C", "C", "C", "C", "C", "C", "C", "C", "C", "C", "C", "C", "C", "C", "C", "C", "C", "C", "C", "H", "H", "H", "H", "H", "H", "H", "H", "H", "H", "H", "H", "H", "H", "H", "H", "H", "H", "H", "H", "H", "H", "H", "H", "H", "H", "H", "H", "H", "H", "H", "H", "H", "H", "H", "H", "H", "H", "H", "H", "H", "H", "H", "H", "H", "H", "H", "H", "H", "H", "H", "H", "H", "H", "H", "H", "H", "H", "H", "H", "H", "H", "H", "H", "H", "H", "H", "H", "H", "H", "H", "H"],
  "xyz": [[-16.2644, -31.9462, 2.7501], [-9.6456, -28.8994, 4.1229], [-12.5694, -22.1054, 7.4220], [-18.6010, -24.1278, 5.6779], [-14.6951, -21.0565, 0.5766], [-18.6030, -24.6845, 3.9821], [-18.8863, -22.4658, 5.2011], [-16.3075, -20.5320, 1.1737], [-8.4309, -29.4132, 5.3556], [-8.3754, -27.9206, 3.3638], [-18.2585, -25.8243, 6.1812], [-17.1884, -30.4347, 2.6788], [-10.7708, -28.2097, 2.9105], [-14.0356, -23.0108, 7.0136], [-16.8520, -23.7932, 5.6062], [-13.3075, -20.4157, 7.1421], [-15.8085, -31.6790, 1.0453], [-15.3935, -21.0033, -1.0601], [-13.0777, -22.0821, 9.1624], [-14.8854, -30.9159, 3.2077], [-11.0554, -29.8180, 4.8646], [-12.2482, -22.2556, 5.6429], [-13.1865, -21.7108, -0.1113], [-10.0896, -27.5161, 5.1771], [-17.7043, -32.9541, 2.2435], [-14.1588, -19.3248, 0.4990], [-15.3076, -33.4697, 2.7238], [-9.2716, -30.3607, 3.1166], [-16.5616, -32.2709, 4.4730], [-14.1359, -21.0607, 2.2999], [-15.1705, -22.7668, 0.8977], [-11.7434, -23.6412, 7.7907], [-20.3686, -24.4119, 5.8726], [-18.6227, -23.7140, 7.3960], [-11.0222, -21.2930, 7.8474], [-17.7673, -26.9104, 0.1776], [-6.3991, -25.9816, 8.8477], [-9.2729, -23.0493, 1.5187], [-15.9235, -28.1089, 7.5030], [-14.9315, -26.5186, 3.2296], [-14.2592, -27.1915, -1.9064], [-16.1019, -26.9616, 10.1035], [-8.6819, -24.3086, 8.2978], [-6.6505, -22.8636, 2.2123], [-14.1255, -23.8939, 3.7267], [-18.7841, -30.0733, 0.5296], [-14.6291, -28.1657, -4.3642], [-15.3048, -27.8616, 2.8512], [-15.0039, -28.9402, 6.7195], [-8.8918, -25.7903, 8.6408], [-10.2413, -26.2786, 7.9794], [-10.2449, -22.7705, 0.5524], [-13.1882, -27.8956, -2.4083], [-15.4534, -26.7871, 7.7161], [-19.0005, -27.5994, 0.3316], [-14.3935, -27.2770, -0.5260], [-8.4891, -24.2099, 1.3356], [-13.0877, -24.9635, 3.2738], [-13.1847, -27.9851, -3.9130], [-5.9262, -26.5049, 10.0837], [-11.6954, -24.6569, 3.9099], [-17.8982, -25.7542, 1.0474], [-7.2963, -24.2418, 2.3415], [-7.5704, -26.6742, 8.3606], [-20.4482, -29.2373, -1.1214], [-16.2150, -26.0822, 8.8188], [-19.0694, -28.9395, -0.3958], [-7.7710, -24.6223, 3.7517], [-15.8348, -24.6136, 9.0362], [-12.6013, -26.6673, -4.5290], [-13.5854, -26.3663, 3.6114], [-15.5878, -29.8097, 6.4176], [-16.9076, -25.3262, 0.8937], [-14.6092, -28.2347, 2.0995], [-15.2043, -27.4244, -3.9902], [-6.7352, -26.5222, 10.8140], [-14.7533, -24.4830, 9.0720], [-18.3629, -29.0652, -1.2163], [-16.1570, -24.1602, 9.9736], [-7.6591, -27.7264, 8.6310], [-14.6590, -28.1386, -5.3733], [-16.2030, -23.9894, 8.2220], [-7.9555, -24.0119, 8.9337], [-14.5221, -28.3577, 5.9343], [-13.0742, -25.7924, -4.0829], [-7.2620, -22.0841, 2.0161], [-11.1531, -22.5203, 1.1009], [-10.3941, -25.8456, 6.9908], [-6.8938, -24.6585, 4.3978], [-18.7746, -31.0531, 0.2849], [-9.4452, -23.6837, 8.5146], [-14.3778, -26.8064, 7.8916], [-11.5120, -26.6907, -4.4969], [-8.3442, -24.2574, 7.3473], [-5.9563, -22.9662, 1.4858], [-20.6984, -28.4772, -1.8615], [-10.8673, -25.3521, 3.7718], [-6.1166, -22.7403, 3.0608], [-10.5124, -23.6951, 0.0409], [-13.9548, -23.4604, 4.6228], [-13.1105, -27.0352, 2.8937], [-9.0523, -25.7610, 9.7185], [-15.0048, -24.2507, 4.0728], [-13.0205, -24.7527, 2.2065], [-16.6332, -26.5979, 10.8816], [-5.1922, -25.7862, 10.4484], [-19.8102, -26.9553, -0.0113], [-8.1782, -24.1199, 0.2948], [-15.0138, -29.0622, -4.1027], [-12.2630, -27.3941, -2.1244], [-17.9351, -25.8226, 2.1346], [-19.5693, -30.0422, 1.1641], [-12.5888, -28.8532, -4.1946], [-19.4150, -27.6811, 1.3364], [-14.2319, -29.2232, 7.4351], [-17.9034, -30.0893, 1.0237], [-17.2582, -26.0669, 8.5033], [-7.4938, -26.7193, 7.2742], [-14.3402, -23.1248, 3.1082], [-8.2647, -25.5935, 3.7861], [-16.2504, -27.9606, 10.1006], [-5.5629, -27.5194, 9.9199], [-16.3254, -27.9412, 2.4767], [-20.3690, -30.1634, -1.6906], [-15.1065, -26.9642, 10.2747], [-9.9600, -22.0804, -0.2418], [-8.3887, -23.8898, 4.2712], [-14.4784, -28.3227, -0.2304], [-15.3851, -26.8933, -0.2861], [-10.2332, -27.3630, 7.8697], [-15.5738, -26.2798, 6.7589], [-18.7224, -25.0635, 0.8691], [-12.6925, -26.4227, -5.5873], [-9.1431, -25.0819, 1.3444], [-11.8468, -24.7431, 4.9858], [-13.2695, -28.8676, -1.9218], [-11.3106, -23.6738, 3.6386], [-21.2290, -29.4336, -0.3866], [-13.6390, -26.7982, 0.0981], [-6.5629, -24.9891, 2.0386], [-15.2733, -28.5462, 3.6988], [-13.4588, -26.5127, 4.6840], [-11.0916, -25.8195, 8.4836]],
  "atomic_forces_ev_per_a": [[2.2, -2.6, 0.8], [-0.7, -1.2, 0.1], [-0.9, 2.6, 0.2], [-1.2, -0.2, 0.4], [-1.4, 1.5, 0.8], [0.0, 0.4, 1.2], [0.1, -1.2, 0.2], [1.6, -0.6, -0.5], [-1.5, 0.4, -1.1], [-0.7, -0.6, 0.4], [0.0, 1.1, -0.4], [-0.5, -0.6, 0.0], [0.7, -0.7, 0.7], [0.6, 0.5, 0.4], [-0.6, -0.5, 0.0], [1.1, -3.1, 0.5], [-0.9, 0.0, 0.6], [0.8, -0.3, 1.2], [0.5, 0.0, -1.9], [-1.0, -1.0, -0.3], [2.0, 1.1, -0.7], [0.4, 0.3, 1.9], [-0.9, 0.7, 0.8], [0.4, -0.7, -0.5], [1.2, 1.8, 0.4], [-0.4, -2.3, -0.2], [-0.8, 1.8, -0.1], [-0.4, 2.0, 1.1], [-0.4, 0.8, -1.6], [0.1, -0.4, -1.4], [0.3, 0.8, -0.4], [0.0, 0.3, -0.5], [1.7, 0.0, -0.7], [0.5, 0.0, -0.6], [-1.2, -1.0, -0.7], [-2.1, -0.6, 1.9], [-1.3, -0.6, -0.3], [0.9, 0.6, 1.6], [0.0, -0.2, 0.3], [-1.7, 0.1, -0.1], [-0.7, 1.3, -1.5], [0.9, 0.6, -0.5], [1.1, -1.6, 0.8], [-0.3, -2.3, 0.7], [0.1, -0.6, 1.5], [-0.9, -0.3, 0.6], [1.0, -0.3, -0.5], [0.5, 0.2, 0.7], [-0.5, 0.9, 1.6], [-1.0, -1.2, 0.4], [1.2, 0.9, -0.1], [-0.9, -1.3, -0.1], [0.6, -0.5, 1.0], [0.3, -0.7, -1.0], [-0.7, 0.0, -0.9], [-1.4, -0.6, 1.3], [0.0, 0.4, -1.0], [0.5, 1.2, -0.1], [0.2, 1.5, -0.6], [-0.5, 0.4, -0.1], [-0.8, -0.1, 0.6], [2.3, 1.1, 0.0], [-2.6, 0.1, -0.6], [-0.6, 2.3, -1.1], [1.0, -0.4, 0.8], [-1.4, 0.0, -1.0], [-0.7, -0.6, -2.3], [0.7, 0.8, 0.5], [1.1, -0.3, 0.5], [-0.3, -0.2, -0.4], [-0.5, 0.4, -1.5], [0.3, 0.2, -0.4], [-0.4, 0.9, -0.1], [0.1, -0.1, -0.1], [-0.3, 0.4, 0.5], [-0.1, -0.2, 0.2], [0.2, -0.1, -0.2], [0.5, 0.7, 0.3], [-0.6, -0.3, 0.0], [-0.2, 0.2, 0.7], [-0.1, 0.2, -0.5], [-0.2, -0.3, -0.1], [0.9, 0.2, -0.1], [-0.3, -0.2, -0.3], [0.5, 0.0, 0.6], [-0.8, 0.4, 0.0], [0.1, 0.7, -0.4], [0.6, -0.3, -0.3], [0.3, -0.3, 0.0], [-0.4, -0.5, -1.5], [-1.1, 0.0, -0.6], [0.4, 0.1, 0.4], [0.0, 0.2, 1.0], [-0.1, 0.6, -0.5], [1.0, 0.3, -1.1], [-0.1, 0.2, 0.5], [-0.5, -0.5, -0.8], [0.8, 0.8, 1.1], [0.0, -0.3, -0.2], [1.6, 0.7, 0.6], [1.3, -0.3, 1.0], [0.1, -0.1, 0.1], [-1.1, -1.1, -1.0], [-0.3, -0.5, -0.1], [0.1, 0.5, 0.3], [0.3, -0.4, -0.1], [-0.1, 0.1, -1.0], [0.9, -0.4, -0.2], [-0.2, -0.4, 0.5], [0.4, -0.3, 0.1], [-0.1, -1.5, 0.2], [0.2, 0.0, 1.1], [-0.3, 0.0, -0.3], [1.0, -0.5, 0.9], [0.3, -0.4, -0.2], [0.8, 1.0, 1.1], [-0.2, -0.4, 0.3], [0.3, 0.1, -0.2], [0.1, 0.4, -1.0], [0.1, 0.0, -0.3], [-0.9, -0.5, -1.2], [0.4, 0.1, 0.3], [0.1, 0.7, -0.1], [0.2, -0.1, 0.0], [0.5, 0.6, 0.8], [0.2, 0.4, 0.4], [-0.4, 0.2, -0.6], [0.4, -0.4, 0.1], [0.2, 0.4, 0.0], [-0.3, 0.1, 0.2], [-0.2, 0.7, 0.2], [0.0, -0.1, -1.0], [-0.8, -0.9, -0.4], [0.2, -0.4, 0.6], [0.0, 0.6, 0.2], [0.6, -0.6, -0.3], [-0.3, 0.1, 0.1], [-0.3, 0.5, -0.1], [0.3, 0.2, -0.4], [0.1, 0.3, -0.2], [0.2, 0.1, 0.1], [0.4, -0.6, 0.0], [0.1, -0.6, 0.6]],
  "homo_energy_ev": [-2.976, -10.004],
  "orbital_gap_ev": [1.09, 8.10],
  "lumo_ev": [-1.9, -1.9],
  "spin_multiplicity": 2,
  "e_tot_ev": -433004.574
}

Copy entry 1 word for word.
{
  "formula": "C3H6N2O",
  "method": "the ωB97M-V functional and the def2-TZVPD basis",
  "symbols": ["O", "N", "N", "C", "C", "C", "H", "H", "H", "H", "H", "H"],
  "xyz": [[0.5373, 0.0346, -1.8616], [0.3343, -1.3552, 0.3966], [-1.5737, 0.6681, 2.3670], [-0.8135, 0.4384, 1.5346], [0.2252, 0.0917, 0.5603], [-0.0741, 0.7578, -0.8071], [-1.1443, 0.6928, -1.0058], [0.2966, -1.5225, -0.6127], [1.1493, 0.4961, 1.0037], [1.4837, 0.0002, -1.6773], [-0.4581, -1.8450, 0.8007], [0.2353, 1.8119, -0.8353]],
  "atomic_forces_ev_per_a": [[0.3, 0.1, 0.1], [-0.2, -0.3, -0.3], [0.1, 0.0, -0.4], [-0.2, 0.1, 0.5], [0.0, 0.2, 0.1], [-0.1, 0.1, -0.1], [0.0, 0.1, 0.0], [0.1, -0.2, 0.4], [0.0, -0.1, -0.3], [0.1, 0.0, -0.2], [0.2, 0.1, 0.1], [-0.1, -0.2, 0.2]],
  "homo_energy_ev": -10.187,
  "orbital_gap_ev": 10.77,
  "lumo_ev": 0.6,
  "smiles": "N#C[C@@H](N)CO",
  "e_tot_ev": -8235.086,
  "de_lowest_kcal_mol": 37.2
}